Computed, not measured: C22H44NO4RbSi4Te as an isolated structure, with ωB97M-V with the def2-TZVPD basis set.

```
77
Properties=species:S:1:pos:R:3:forces:R:3
Rb 1.8871 2.6805 -0.2965 -1.76 0.08 1.01
O 5.7379 1.9411 -2.1202 0.01 -0.07 -0.01
C 4.6481 2.1431 -1.5704 0.10 0.27 -0.09
O 3.8890 1.2843 -1.0057 0.66 -0.49 -0.30
C 4.0135 3.5567 -1.4963 0.67 0.05 -0.38
O 4.2409 4.2292 -0.4624 0.13 0.17 0.01
O 3.1362 3.8022 -2.3649 0.16 0.27 -0.35
C -4.7834 0.6719 0.2467 -0.07 -0.12 -0.03
Si -2.9590 0.6149 -0.2888 0.01 0.19 0.15
C -3.0501 0.4663 -2.1681 0.01 -0.01 -0.04
C -2.3417 -1.0698 0.3054 -0.11 -0.08 -0.13
C -1.9278 2.0038 0.2891 0.22 -0.08 0.15
C -1.4019 1.9390 1.6218 -0.16 0.18 0.01
C -2.0299 1.1780 2.6580 -0.04 -0.08 -0.07
C -1.5524 1.1799 3.9398 0.00 -0.15 0.12
C -0.4222 1.9319 4.2627 0.04 0.05 -0.01
C 0.1398 2.6534 3.2251 0.06 0.03 0.00
N -0.2951 2.6664 1.9719 -0.03 -0.05 -0.18
Si -2.0241 3.6249 -0.5405 0.07 -0.12 -0.13
C -1.6618 3.6513 -2.3937 0.08 0.04 -0.01
C -0.9513 5.0002 0.1549 0.01 0.11 0.04
C -3.7897 4.3159 -0.4117 -0.03 -0.03 -0.02
H -5.2970 -0.2589 -0.0166 -0.04 -0.01 0.00
H -5.3118 1.4966 -0.2335 -0.02 0.07 -0.04
H -4.8723 0.8132 1.3251 -0.02 0.00 0.06
H -3.4162 -0.5334 -2.4150 -0.04 -0.03 -0.05
H -2.0760 0.5969 -2.6389 0.07 -0.02 -0.01
H -3.7351 1.1883 -2.6141 -0.04 0.08 -0.01
H -2.6827 -1.8358 -0.3990 -0.01 -0.04 0.02
H -2.7055 -1.3454 1.2944 -0.02 0.00 0.09
H -1.2550 -1.0996 0.3199 0.19 0.01 0.01
H -2.9408 0.6377 2.4378 0.02 -0.02 -0.02
H -2.0675 0.5996 4.7003 0.02 0.02 0.01
H -0.0014 1.9584 5.2579 0.00 0.01 0.03
H 1.0145 3.2739 3.4109 0.05 -0.02 0.04
H -0.6209 3.4053 -2.6163 0.04 -0.01 0.03
H -1.8370 4.6684 -2.7566 0.00 0.03 -0.06
H -2.2866 2.9758 -2.9730 -0.10 -0.06 -0.04
H 0.0983 4.9085 -0.1232 0.02 0.02 0.00
H -0.9968 5.0367 1.2414 -0.02 0.05 0.06
H -1.3133 5.9493 -0.2534 0.01 0.04 0.00
H -4.5028 3.6757 -0.9347 -0.05 -0.05 -0.04
H -3.8645 5.3202 -0.8352 -0.01 0.07 -0.04
H -4.0971 4.3561 0.6349 -0.02 0.02 0.07
C 0.5515 -1.8117 3.4854 -0.11 0.01 0.14
Si 1.1482 -3.2623 2.4858 0.08 0.20 -0.17
C -0.2622 -4.0529 1.5541 -0.05 -0.14 0.08
C 1.8843 -4.5531 3.6348 0.01 -0.06 0.08
C 2.4624 -2.6930 1.2935 0.06 -0.16 0.01
Te 1.9418 -0.9745 0.1281 -0.13 -0.13 0.13
C 3.2106 -1.5314 -1.4878 0.15 -0.05 0.02
Si 2.3195 -2.5062 -2.7915 0.11 0.21 0.09
C 0.9696 -1.4480 -3.5268 -0.10 -0.07 -0.08
C 1.5579 -4.0756 -2.1035 -0.07 -0.08 -0.04
C 3.5190 -2.9996 -4.1493 0.00 -0.06 -0.05
H -0.2191 -2.1114 4.1995 -0.01 -0.01 0.07
H 0.1092 -1.0369 2.8598 -0.04 0.08 -0.12
H 1.3674 -1.3471 4.0410 0.04 0.01 0.04
H -1.0566 -4.3399 2.2474 -0.04 -0.03 0.00
H 0.0715 -4.9507 1.0294 0.01 -0.04 -0.02
H -0.6900 -3.3704 0.8246 -0.04 0.12 -0.09
H 1.1453 -4.8959 4.3620 -0.03 -0.03 0.03
H 2.7335 -4.1499 4.1881 0.05 0.03 0.03
H 2.2328 -5.4227 3.0753 0.02 -0.05 -0.03
H 2.6712 -3.4899 0.5756 0.01 -0.01 0.00
H 3.3933 -2.4443 1.8047 0.03 -0.07 0.03
H 4.0705 -2.0276 -1.0335 -0.02 -0.08 -0.01
H 3.5905 -0.5644 -1.8357 0.01 0.06 -0.03
H 0.2230 -1.1905 -2.7748 -0.05 0.00 0.05
H 0.4637 -1.9808 -4.3363 -0.04 0.03 -0.03
H 1.3702 -0.5164 -3.9268 0.06 0.05 -0.03
H 0.8649 -3.8433 -1.2942 -0.04 0.02 0.05
H 2.3139 -4.7651 -1.7236 0.06 -0.03 0.03
H 0.9984 -4.5931 -2.8870 -0.02 -0.04 -0.01
H 4.0227 -2.1230 -4.5557 0.03 0.07 -0.02
H 3.0009 -3.5062 -4.9669 -0.01 -0.03 -0.04
H 4.2855 -3.6747 -3.7648 0.05 -0.03 0.01
```
Forces are in eV/Å.

Its total energy is -2670.6854 a.u. The calculation puts the orbital gap at 5.3 eV. The charge is -2. The HOMO energy is -1.521 eV. The calculation puts the energy above the lowest of the compared OMol25 structures with the same formula, charge and spin at 0.8993 eV.

Results of the Mulliken charge analysis, in e, for atoms 1 through 2: atom 1 (Rb): 1.0402, atom 2 (O): -0.7548



Computed, not measured: a 3-piece molecular cluster, C22H45ClN4O9PS3 overall, with ωB97M-V with the def2-TZVPD basis set.

```
85
Properties=species:S:1:pos:R:3:forces:R:3
C -1.4860 1.6148 -2.7829 -0.03 -0.16 -0.43
C -0.2906 0.9022 -2.1852 -0.53 -0.31 -0.83
N 0.2325 1.3338 -0.8270 -0.47 -0.34 -0.04
Cl -1.1084 2.1201 0.0238 0.18 0.02 -0.01
C 1.3622 2.3717 -0.9420 0.06 1.57 -0.81
C 0.9285 3.6161 -1.7931 0.64 -0.08 -0.29
N 1.0291 3.4250 -3.2286 -0.50 0.15 0.02
C 0.1260 4.2743 -4.0373 0.24 -0.08 0.14
N 2.4642 1.7848 -1.6682 0.19 -0.43 0.76
C 3.5628 1.5548 -1.1993 -0.44 0.07 -0.19
S 4.9592 1.2370 -0.6233 0.34 -0.05 -0.03
C 1.7132 2.9261 0.4355 -0.81 -0.13 0.35
C 1.7632 1.9066 1.5723 0.62 0.15 -0.21
O 0.7804 2.2915 2.5837 0.10 0.17 -0.30
C 1.2619 2.3969 3.7755 -0.61 -0.41 -0.99
N 1.6314 2.4380 4.8555 0.47 0.24 1.06
C 1.6489 0.4640 1.1067 -0.18 0.23 0.25
C 0.6536 0.0831 -0.0264 0.89 -0.47 0.91
C 1.3735 -0.9491 -0.9460 -0.42 -0.46 -0.57
C 0.6177 -2.1914 -1.4941 0.47 0.03 -0.37
C 1.1599 -2.6535 -2.8665 -0.36 0.28 0.18
C 0.7126 -1.7546 -4.0179 -0.10 -0.13 0.05
C 2.6727 -2.8321 -2.8607 -0.08 -0.34 -0.52
P -0.8449 -0.7668 0.8095 -0.27 0.08 -0.38
O -0.8361 0.0357 2.2185 -0.43 0.19 -0.02
O -0.0110 -2.0631 1.3132 -0.02 -0.25 -0.18
H -1.4698 1.3212 -3.8351 0.00 -0.02 -0.04
H -2.4303 1.2317 -2.4050 -0.05 0.24 0.24
H -1.4537 2.6963 -2.7886 -0.04 0.06 0.25
H 0.5318 0.9450 -2.8885 0.28 0.22 0.28
H -0.5881 -0.1363 -2.1027 0.14 -0.02 0.31
H 1.6430 4.3813 -1.4717 -0.07 0.11 0.19
H -0.0524 3.9821 -1.5088 -0.14 -0.15 0.03
H 1.9752 3.6122 -3.5210 0.09 -0.20 0.03
H 0.7084 4.9046 -4.7049 -0.03 0.02 -0.10
H -0.5464 3.6639 -4.6348 -0.04 0.00 -0.08
H -0.4715 4.9405 -3.4154 -0.05 0.03 0.05
H 2.6173 3.5260 0.3789 0.20 -0.22 -0.18
H 0.9293 3.6414 0.6812 0.01 0.07 0.08
H 2.7443 1.9895 2.0365 -0.04 -0.03 0.23
H 2.6673 0.1997 0.8271 -0.04 -0.06 -0.27
H 1.4378 -0.1521 1.9807 0.03 -0.05 0.00
H 1.7863 -0.4464 -1.8158 0.08 0.19 0.13
H 2.2281 -1.3383 -0.4008 0.03 0.11 0.14
H -0.4570 -2.0387 -1.6083 -0.11 -0.01 0.17
H 0.7838 -3.0240 -0.8160 -0.19 -0.01 0.15
H 0.6825 -3.6189 -3.0474 0.11 -0.13 0.08
H 1.2412 -0.8002 -4.0289 0.08 0.05 -0.05
H 0.8934 -2.2549 -4.9680 0.13 0.09 -0.07
H -0.3610 -1.5621 -3.9723 -0.06 0.01 -0.01
H 2.9539 -3.4592 -3.7080 0.06 -0.02 -0.01
H 3.1933 -1.8873 -3.0206 0.06 0.09 0.28
H 3.0338 -3.3367 -1.9662 0.06 0.10 0.13
H -1.7514 0.1639 2.5014 0.14 0.11 0.23
H -0.5101 -2.8539 1.0727 0.22 -0.16 0.13
O -5.0321 0.0705 -3.5774 0.19 0.11 -0.09
S -4.8287 -1.3311 -3.3615 -0.25 -0.19 0.26
O -3.7088 -1.9850 -3.9689 0.19 0.13 -0.03
O -6.1570 -2.1082 -3.7024 0.06 -0.02 0.06
C -6.7727 -1.8747 -4.9971 -0.22 0.05 -0.49
C -6.0651 -2.6088 -6.1159 0.22 0.00 0.12
C -4.8102 -1.6621 -1.6321 -0.04 -0.03 0.04
H -6.8216 -0.8018 -5.1837 0.09 0.02 0.11
H -7.7919 -2.2360 -4.8859 0.03 -0.05 0.18
H -5.0697 -2.2032 -6.2925 -0.01 0.02 -0.01
H -6.6408 -2.5158 -7.0361 -0.05 0.00 0.02
H -5.9547 -3.6649 -5.8723 -0.07 -0.02 -0.02
H -5.6783 -1.1941 -1.1765 -0.01 0.00 0.00
H -3.8910 -1.2363 -1.2325 0.01 0.01 -0.04
H -4.8222 -2.7385 -1.4840 0.00 -0.01 -0.01
O 1.2435 -2.3653 8.4437 -0.13 -0.03 0.06
S 2.3987 -1.6875 8.9499 0.22 0.06 -0.17
O 2.3698 -1.1039 10.2529 -0.10 -0.04 0.11
O 2.8466 -0.5940 7.8893 0.06 -0.07 -0.02
C 1.8396 0.3462 7.4403 -0.28 0.34 -0.05
C 1.5764 1.4389 8.4547 0.01 -0.13 0.19
C 3.8095 -2.7286 8.8131 0.05 -0.02 -0.03
H 0.9258 -0.1939 7.1870 0.06 -0.12 0.07
H 2.2340 0.7755 6.5261 0.18 -0.11 0.00
H 1.1028 1.0443 9.3526 -0.01 -0.01 -0.01
H 0.9187 2.1912 8.0196 0.04 0.00 -0.07
H 2.5097 1.9141 8.7553 0.00 0.05 -0.06
H 3.8485 -3.1377 7.8079 -0.01 0.00 -0.01
H 3.6891 -3.5231 9.5459 -0.04 0.01 0.02
H 4.6967 -2.1423 9.0350 0.00 0.01 0.02
```
Forces are in eV/Å.

Its total energy is -3757.2307 a.u. The calculation puts the orbital gap at 7.9 eV. The charge is +1. The HOMO energy is -11.918 eV.

Results of the Mulliken charge analysis, in e, for atoms 1 through 2: atom 1 (C): -2.1085, atom 2 (C): 0.1283



Computed, not measured: C22H45CoN2P3SSe as an isolated structure, with ωB97M-V with the def2-TZVPD basis set.

```
75
Properties=species:S:1:pos:R:3:forces:R:3
Co -0.3969 -1.0869 0.3308 -0.21 2.36 -0.51
P -2.5049 -1.3989 0.2211 -3.33 -0.74 -0.36
P 0.1319 -0.9099 2.4061 0.96 -0.04 2.60
P 0.4727 -2.8928 -0.2816 1.84 -3.05 -1.38
H 3.7436 2.0821 -6.4541 -0.05 -0.68 -0.45
C 3.5054 1.1353 -6.9797 -0.50 0.21 -0.85
C 2.3377 1.0160 -7.6413 0.93 0.21 0.12
H 1.6410 1.8706 -7.6703 0.28 -0.57 0.00
C -3.5362 0.1107 0.1254 -0.17 0.32 0.26
C -3.2426 -2.3375 1.6235 0.16 0.06 -0.19
C -3.0637 -2.3322 -1.2716 -0.04 0.01 0.19
C 1.7767 -0.1318 2.5901 0.02 -0.04 0.13
C -0.9058 -0.0071 3.6008 -0.13 0.34 -0.04
C 0.2500 -2.5287 3.2781 0.02 0.14 -0.21
C 0.5686 -3.1301 -2.0973 0.03 -0.09 -0.11
C -0.2924 -4.4629 0.2779 0.07 -0.10 0.27
C 2.2456 -2.8886 0.1756 0.22 -0.18 0.07
H 4.2811 0.3571 -6.9856 -0.45 0.32 0.00
H 2.0693 0.1212 -8.2209 0.17 0.48 0.34
H -3.5658 0.4855 -0.9114 0.01 -0.16 0.39
H -3.1128 0.9057 0.7678 -0.30 -0.49 -0.34
H -4.5661 -0.1238 0.4570 0.47 0.10 -0.24
H -3.0574 -1.8293 2.5799 -0.10 -0.17 -0.30
H -2.8153 -3.3489 1.6676 -0.18 0.25 0.01
H -4.3261 -2.4050 1.4556 0.27 -0.07 0.10
H -2.7514 -1.8138 -2.1903 -0.10 -0.10 0.30
H -4.1635 -2.3890 -1.2527 0.34 -0.03 -0.06
H -2.6568 -3.3541 -1.2874 -0.17 0.34 0.05
H 2.1009 -0.1845 3.6372 -0.02 0.08 -0.21
H 1.7035 0.9188 2.2704 0.09 -0.31 0.12
H 2.5209 -0.6404 1.9634 -0.19 0.15 0.16
H -0.5748 -0.2332 4.6226 -0.06 0.10 -0.24
H -1.9627 -0.2771 3.4991 0.24 -0.01 0.05
H -0.8114 1.0683 3.4110 -0.02 -0.27 0.22
H 0.4902 -2.3062 4.3261 0.00 -0.20 -0.24
H 1.0273 -3.1738 2.8477 -0.28 0.16 0.20
H -0.7219 -3.0420 3.2375 0.30 0.13 0.06
H 1.1410 -4.0426 -2.2991 -0.10 0.12 -0.01
H 1.0865 -2.2880 -2.5694 0.06 -0.08 0.09
H -0.4162 -3.2213 -2.5713 0.12 -0.03 0.24
H 0.4341 -5.2748 0.1473 -0.10 0.16 -0.02
H -1.1800 -4.7126 -0.3163 0.25 0.20 0.02
H -0.5921 -4.4485 1.3307 0.15 0.07 -0.17
H 2.7434 -3.7802 -0.2271 -0.11 0.15 0.09
H 2.4184 -2.8571 1.2592 -0.14 -0.08 -0.31
H 2.7270 -2.0039 -0.2677 -0.20 -0.22 0.03
C 0.9962 0.7258 -2.2803 0.36 0.34 -0.95
C 2.2423 0.6679 -1.6405 -0.36 -0.26 -0.14
C 3.4054 0.7740 -2.4129 -0.33 -0.01 0.16
C 3.3109 1.0548 -3.7794 -0.17 0.03 0.19
C 2.0646 1.2591 -4.3686 -0.06 -0.01 0.03
C 0.9123 1.0322 -3.6434 -0.10 -0.21 0.48
S -0.5867 0.3461 -1.5858 1.17 -1.70 0.49
H -0.2351 -1.0942 -1.4346 -0.75 1.54 -0.87
H 2.2658 0.4942 -0.5664 0.21 -0.01 -0.07
H 4.3803 0.6268 -1.9500 -0.23 0.13 -0.08
H 4.2062 1.0950 -4.3945 -0.13 0.11 0.19
H 1.9697 1.5196 -5.4152 0.10 -0.15 0.39
H -0.0651 1.0112 -4.1183 0.19 0.25 -0.08
C 1.3982 4.3433 2.1316 0.95 0.37 -0.07
N 0.0727 4.2617 2.7156 -0.50 0.10 0.73
C -0.4293 5.0033 3.7756 0.90 -0.55 -1.24
C -1.7129 4.5902 3.9704 -0.59 -1.05 -1.08
N -1.9728 3.6112 3.0283 0.65 0.32 0.42
C -3.2249 2.9072 2.8621 -0.83 -0.34 -0.01
C -0.8593 3.3728 2.2680 -0.15 1.18 0.70
Se -0.6001 2.1977 0.8779 -0.31 0.66 0.46
H 2.0213 3.4831 2.4160 -0.30 0.27 0.08
H 1.8668 5.2584 2.5001 0.00 -0.18 -0.13
H 1.3444 4.3712 1.0368 -0.13 0.13 0.37
H 0.1443 5.7737 4.2699 -0.01 -0.11 -0.04
H -2.4765 4.9151 4.6552 0.04 0.07 0.09
H -3.9891 3.3930 3.4830 0.24 -0.18 -0.27
H -3.5325 2.9318 1.8069 0.07 0.12 0.41
H -3.1172 1.8599 3.1783 -0.03 0.36 -0.04
```
Forces are in eV/Å.

Its total energy is -6180.2272 a.u. The calculation puts the orbital gap (alpha / beta) at 7.6 / 3.6 eV. The charge is +3. As for the expectation value of S²: 6.042. The HOMO energy (alpha / beta) is -15.275 / -15.275 eV. The calculation puts the energy above the lowest of the compared OMol25 structures with the same formula, charge and spin at 0.8194 eV. As for the spin multiplicity: 5.

Results of the Mulliken charge analysis, in e, for atoms 1 through 2: atom 1 (Co): 0.1963, atom 2 (P): 1.2061